Record 1
DFT (ωB97M-V/def2-TZVPD) results for a molecular structure, C38H50GeN5S2V.

Calculated values
Spin multiplicity: 3
Energy above the lowest of the compared OMol25 structures with the same formula, charge and spin, kJ/mol: 140.2
HOMO-LUMO gap (alpha / beta), eV: 4.37 / 4.46
Total charge: -2
Lowest unoccupied orbital energy (alpha / beta), eV: 4.23 / 4.23

Atoms and positions in Å:
1 V -0.0083 0.7300 0.1870
2 C -0.6911 3.8891 0.7934
3 C -1.0823 3.6815 -0.6632
4 N -0.0442 2.9683 -1.3694
5 C 1.0252 3.7871 -1.9274
6 C 2.0274 4.2959 -0.9499
7 S 2.3767 1.6856 0.6801
8 C 1.9628 2.7681 2.0878
9 C 0.5071 2.6442 2.5503
10 N -0.4424 2.5983 1.4317
11 H 0.2332 4.4661 0.8444
12 H -1.4572 4.4657 1.3270
13 H -1.9817 3.0630 -0.6886
14 H -1.3259 4.6499 -1.1336
15 H -0.4387 2.3366 -2.0530
16 H 1.5348 3.1698 -2.6709
17 H 0.5868 4.6474 -2.4729
18 H 3.0838 4.1898 -1.1407
19 H 1.7594 5.0515 -0.2212
20 H 2.5953 2.5112 2.9427
21 H 2.1973 3.8074 1.8298
22 H 0.3812 1.7100 3.0943
23 H 0.2665 3.4871 3.2196
24 H -1.2949 2.1392 1.7363
25 C -3.2585 1.3281 -2.3689
26 C -2.7963 -0.0442 -2.7597
27 C -3.5404 -0.7980 -3.6526
28 C -3.1957 -2.1038 -3.9861
29 C -2.0753 -2.6502 -3.3552
30 C -1.2952 -1.9365 -2.4624
31 C -0.1556 -2.6242 -1.7629
32 C -1.5903 -0.5489 -2.1580
33 N -0.8424 0.2014 -1.3566
34 H -4.2517 1.5376 -2.7758
35 H -2.5745 2.1136 -2.7208
36 H -3.2948 1.4156 -1.2785
37 H -4.4368 -0.3521 -4.0808
38 H -3.7951 -2.6865 -4.6765
39 H -1.8112 -3.6889 -3.5447
40 H -0.3498 -3.6977 -1.6748
41 H -0.0099 -2.1981 -0.7668
42 H 0.7899 -2.4877 -2.2947
43 C 4.6932 -1.3150 -5.1928
44 C 4.6083 0.1879 -4.9706
45 N 3.3469 0.6079 -4.3380
46 C 3.3839 0.6274 -2.9150
47 S 2.8273 -0.6260 -2.0095
48 N 3.8409 1.7663 -2.3799
49 C 4.5456 2.8153 -3.0829
50 C 6.0349 2.8434 -2.7583
51 H 5.6663 -1.5962 -5.6034
52 H 3.9212 -1.6434 -5.8937
53 H 4.5356 -1.8407 -4.2493
54 H 4.7226 0.7189 -5.9203
55 H 5.4343 0.5077 -4.3346
56 H 2.6229 -0.0647 -4.5624
57 H 3.7363 1.8303 -1.3650
58 H 4.1053 3.7777 -2.8167
59 H 4.3732 2.6770 -4.1481
60 H 6.1875 2.9821 -1.6862
61 H 6.5293 3.6666 -3.2805
62 H 6.5229 1.9095 -3.0456
63 C -0.4023 -0.2758 1.5353
64 Ge -1.3924 -1.4256 2.6176
65 C -1.5465 -0.7978 4.5115
66 C -0.3502 -0.7393 5.2342
67 C -0.3026 -0.2493 6.5315
68 C -1.4631 0.2078 7.1484
69 C -2.6586 0.1736 6.4467
70 C -2.6928 -0.3222 5.1455
71 C -3.1785 -1.9058 1.9020
72 C -4.3867 -2.1054 2.5672
73 C -5.5536 -2.4027 1.8668
74 C -5.5304 -2.5057 0.4812
75 C -4.3335 -2.3147 -0.2033
76 C -3.1791 -2.0166 0.5080
77 C -0.4783 -3.1805 2.8249
78 C 0.7239 -3.3887 2.1501
79 C 1.3968 -4.6028 2.2454
80 C 0.8759 -5.6304 3.0222
81 C -0.3222 -5.4382 3.7019
82 C -0.9885 -4.2225 3.5992
83 H 0.5675 -1.0763 4.7598
84 H 0.6433 -0.2168 7.0609
85 H -1.4308 0.5953 8.1604
86 H -3.5703 0.5387 6.9072
87 H -3.6400 -0.3130 4.6140
88 H -4.4358 -2.0518 3.6524
89 H -6.4824 -2.5506 2.4089
90 H -6.4416 -2.7255 -0.0652
91 H -4.2900 -2.3679 -1.2867
92 H -2.2623 -1.8156 -0.0346
93 H 1.1197 -2.5788 1.5427
94 H 2.3276 -4.7470 1.7069
95 H 1.3979 -6.5788 3.0945
96 H -0.7383 -6.2374 4.3068
97 H -1.9275 -4.0863 4.1305



Record 2
DFT (ωB97M-V/def2-TZVPD) results for a molecular structure, C34H42LaNO4 in a non-equilibrium geometry.

Calculated values
Energy above the lowest of the compared OMol25 structures with the same formula, charge and spin, kJ/mol: 251.9
HOMO-LUMO gap, eV: 7.05
Total charge: 0
Lowest unoccupied orbital energy, eV: 0.00

Atoms and positions in Å:
1 O -7.6573 0.7662 -2.2558
2 C -8.4018 -0.4840 -2.4226
3 C -9.5162 0.1914 -3.2516
4 H -8.7243 -0.8943 -1.4590
5 H -7.8108 -1.2324 -2.9640
6 C -8.6648 1.4844 -3.0276
7 H -10.4906 0.2069 -2.7766
8 H -9.5764 -0.1338 -4.2843
9 C -9.3492 2.5467 -2.1876
10 H -9.7620 2.1039 -1.2739
11 H -10.1632 3.0335 -2.7390
12 H -8.6220 3.3175 -1.8988
13 C -8.0669 2.0680 -4.2942
14 H -7.5748 1.2831 -4.8808
15 H -7.3156 2.8262 -4.0345
16 H -8.8323 2.5439 -4.9194
17 La -0.0486 -0.1145 0.1137
18 C 1.9182 -0.1106 -1.4700
19 C 1.7220 -1.4235 -0.9011
20 C 0.4791 -1.9520 -1.4015
21 H 2.3532 -1.8943 -0.1573
22 C -0.0944 -0.9575 -2.2798
23 C 0.7850 0.1774 -2.3132
24 H 0.6102 1.1026 -2.8569
25 H 2.7543 0.5455 -1.2641
26 H 0.0053 -2.8717 -1.0742
27 H -1.0539 -1.0377 -2.7784
28 C 1.3785 1.4960 1.3286
29 C 0.9611 2.2069 0.1534
30 C -0.4752 2.3526 0.2120
31 H 1.5969 2.5393 -0.6547
32 C -0.9321 1.7560 1.4493
33 C 0.2139 1.2397 2.1417
34 H 0.1887 0.6376 3.0441
35 H 2.3873 1.1694 1.5553
36 H -1.0930 2.8305 -0.5421
37 H -1.9622 1.6136 1.7529
38 O -2.2456 -0.2598 -0.3556
39 C -2.9394 0.6535 -1.2457
40 C -4.0939 -0.1589 -1.7781
41 H -2.2314 1.0034 -2.0081
42 H -3.2689 1.5009 -0.6399
43 C -4.3775 -1.1389 -0.6350
44 H -3.7781 -0.7192 -2.6714
45 H -4.9426 0.4633 -2.0415
46 C -2.9954 -1.4776 -0.1325
47 H -4.9225 -2.0211 -0.9448
48 H -4.9479 -0.6294 0.1535
49 H -2.5222 -2.2765 -0.7208
50 H -2.9121 -1.7163 0.9312
51 C 3.8489 0.2461 6.9928
52 C 3.7472 0.9998 5.6779
53 C 3.0500 2.2039 5.6857
54 C 2.9488 2.9733 4.5303
55 C 3.5234 2.5152 3.3563
56 C 4.1792 1.2623 3.2900
57 N 4.6694 0.8721 2.0282
58 C 4.7778 -0.4154 1.4579
59 C 5.8858 -0.6421 0.6069
60 C 6.1495 -1.8839 0.0507
61 C 5.3045 -2.9577 0.3244
62 C 4.1857 -2.7592 1.1309
63 C 3.8720 -1.4917 1.6674
64 C 2.5067 -1.5298 2.4689
65 O 2.5537 -2.1451 3.5017
66 O 1.4268 -1.0953 1.9389
67 C 4.3447 0.5090 4.4956
68 C 5.2329 -0.7045 4.5167
69 H 3.4075 -0.7516 6.8841
70 H 4.8975 0.1567 7.3045
71 H 3.3103 0.7634 7.7992
72 H 2.5847 2.5860 6.6034
73 H 2.4229 3.9286 4.5482
74 H 3.4226 3.1297 2.4572
75 H 5.0077 1.6422 1.4219
76 H 6.5852 0.1778 0.4005
77 H 7.0198 -2.0311 -0.5914
78 H 5.5139 -3.9407 -0.1010
79 H 3.5238 -3.6234 1.3060
80 H 4.8621 -1.5386 3.8971
81 H 6.2356 -0.4398 4.1618
82 H 5.3496 -1.1411 5.5167



| no. | electronic energy (eV) |
| --- | --- |
| 1 | -151538.3429 |
| 2 | -46476.8312 |